Entry from the OMol25 dataset: the molecule C6H5I2N2O3P (wB97M-V/def2-TZVPD).

Positions of all 19 atoms, in Å:
C  -0.03  -0.95  0.72
C  -0.14  -0.91  -0.64
C  -0.66  0.01  1.50
C  -0.90  0.13  -1.30
C  1.05  -1.83  1.29
C  2.19  -1.18  1.97
N  -0.57  1.34  -1.48
N  -0.94  0.65  2.42
O  0.86  -3.01  1.17
O  -1.42  1.39  3.24
O  -0.40  2.19  -3.80
P  -1.21  2.44  -2.61
I  0.85  -2.25  -1.99
I  -2.80  -0.68  -2.22
H  1.85  -0.38  2.60
H  2.95  -1.05  1.18
H  2.66  -1.91  2.68
H  -0.81  3.62  -1.99
H  -2.52  2.40  -2.72

Values from the calculation:
LUMO   -1.35 eV
ΔE to the lowest compared entry with this formula, charge and spin   0.0 kcal per mole
Gap between HOMO and LUMO   8.0 eV
F_max   4.1 eV/A
DFT total energy   -1503.4584 Ha

***

Entry from the OMol25 dataset: a cluster of 2 separate species, C3H10N2O2S in total (wB97M-V/def2-TZVPD).

Positions of all 18 atoms, in Å:
C  -1.10  -0.38  -0.08
C  -1.88  0.73  0.63
S  -0.94  1.52  1.99
N  -0.73  -0.03  -1.43
C  0.53  0.12  -1.96
N  1.59  -0.29  -1.21
O  0.67  0.60  -3.08
H  -0.21  -0.61  0.49
H  -1.71  -1.29  -0.05
H  -2.75  0.34  1.15
H  -2.20  1.52  -0.03
H  0.17  1.78  1.29
H  -1.42  0.43  -2.01
H  2.54  -0.24  -1.52
H  1.43  -0.77  -0.34
H  1.82  -1.83  2.36
H  2.39  -0.47  2.09
O  1.82  -1.12  1.70

Values from the calculation:
LUMO   0.28 eV
ΔE to the lowest compared entry with this formula, charge and spin   9.8 kcal per mole
Gap between HOMO and LUMO   9.3 eV
Structure (SMILES)   NC(=O)NCCS.O
F_max   0.9 eV/A
DFT total energy   -778.5101 Ha

***

Entry from the OMol25 dataset: the molecule C3H9NOS (wB97M-V/def2-TZVPD).

Positions of all 15 atoms, in Å:
C  0.88  -1.09  -0.33
C  -2.06  0.79  0.54
C  1.24  -0.26  0.76
N  1.06  -0.45  -1.60
O  -0.02  2.65  0.60
S  -0.18  1.33  0.05
H  1.71  -1.84  -0.58
H  -0.08  -1.59  0.12
H  0.65  0.58  -1.52
H  -2.05  0.50  1.56
H  -2.95  1.40  0.41
H  -2.14  -0.20  -0.15
H  2.36  0.03  0.77
H  0.64  -0.72  1.65
H  0.92  -1.11  -2.27

Values from the calculation:
LUMO   0.17 eV
ΔE to the lowest compared entry with this formula, charge and spin   134.3 kcal per mole
Gap between HOMO and LUMO   8.2 eV
F_max   5.6 eV/A
DFT total energy   -647.6841 Ha